36
Properties=species:S:1:pos:R:3 method="wB97M-V/def2-TZVPD" spin_multiplicity=2 charge=0 homo_energy_ha="-0.35718 / -0.35972" e_lumo_ev="-0.6 / -0.1"
Fe 0.009 0.108 0.111
O -0.569 2.013 0.812
C -0.784 2.002 2.224
C -1.524 0.713 2.455
N -0.689 -0.431 2.060
C 0.491 -0.605 2.906
C 1.706 0.032 2.234
O 2.606 0.534 2.859
O 1.636 -0.073 0.928
C -1.476 -1.648 1.873
C -2.047 -1.693 0.458
O -3.117 -2.197 0.221
O -1.225 -1.177 -0.415
H 0.011 2.726 0.519
H -1.378 2.860 2.538
H 0.171 2.023 2.755
H -2.419 0.701 1.831
H -1.840 0.635 3.500
H 0.708 -1.669 2.990
H 0.350 -0.213 3.913
H -2.273 -1.750 2.612
H -0.809 -2.504 1.965
C 1.570 1.141 -3.441
C 0.777 0.131 -2.621
C 1.646 -1.072 -2.269
C -0.474 -0.292 -3.384
O 0.405 0.832 -1.419
H 1.920 0.688 -4.371
H 2.436 1.490 -2.875
H 0.944 2.000 -3.687
H 1.973 -1.592 -3.171
H 1.082 -1.784 -1.661
H 2.528 -0.753 -1.709
H -0.191 -0.788 -4.315
H -1.074 0.586 -3.630
H -1.080 -0.974 -2.794

=====

25
Properties=species:S:1:pos:R:3 method="wB97M-V/def2-TZVPD" spin_multiplicity=7 de_lowest_kj_mol=0.0 charge=+2 homo_energy_ha="-0.65315 / -0.65396" e_lumo_ev="-9.7 / -9.5"
O -0.175 -1.662 0.416
O -1.305 -0.442 1.871
O 0.739 -1.254 2.368
C -0.221 -1.114 1.557
C -1.369 0.173 3.160
H -2.343 0.668 3.206
H -0.563 0.909 3.270
H -1.296 -0.585 3.948
Tb 1.975 -2.525 0.715
C 5.344 -1.670 -0.055
H 5.510 -0.773 0.544
C 4.529 -2.822 0.428
H 4.868 -3.185 1.413
O 6.636 -2.276 -0.377
C 6.436 -3.536 -0.588
O 5.264 -3.976 -0.377
O 7.452 -4.288 -0.719
C 7.255 -5.738 -0.663
C 8.607 -6.387 -0.756
H 6.594 -6.009 -1.494
H 6.746 -5.961 0.282
H 9.115 -6.111 -1.689
H 8.465 -7.476 -0.748
H 9.236 -6.107 0.098
H 4.770 -1.486 -1.038

=====

13
Properties=species:S:1:pos:R:3 method="wB97M-V/def2-TZVPD" de_lowest_kj_mol=147.6 charge=0 smiles="C=C(F)/C(=N/S)NS" homo_energy_ha=-0.31759 e_lumo_ev=0.2
C -0.064 -0.149 0.017
C 1.421 -0.116 -0.134
C 2.216 -1.128 -0.450
H -2.795 1.824 0.097
H 0.035 1.621 1.045
H -2.585 -0.443 0.769
H 3.285 -0.973 -0.518
H 1.765 -2.083 -0.600
N -0.653 1.022 0.556
N -0.660 -1.205 -0.308
F 1.945 1.109 0.098
S -1.609 1.983 -0.515
S -2.300 -1.462 -0.058

=====

50
Properties=species:S:1:pos:R:3 method="wB97M-V/def2-TZVPD" de_lowest_kj_mol=197.0 charge=0 smiles=COC[C@H](C)N.CCO.CCO.O.O.O.O.O homo_energy_ha=-0.34217 e_lumo_ev=0.3
O -24.822 7.951 -0.331
H -24.606 8.121 -1.248
H -24.599 7.029 -0.199
O -21.245 3.789 0.651
H -20.940 3.675 1.551
H -21.491 2.909 0.367
O -20.663 8.790 0.465
H -21.584 9.037 0.549
H -20.605 7.933 0.887
O -25.346 12.477 2.004
H -25.746 12.554 2.870
H -25.666 11.641 1.666
O -17.220 11.680 -0.946
H -16.430 11.308 -0.554
H -17.918 11.073 -0.699
C -22.870 6.005 -7.410
C -21.613 6.811 -7.253
C -21.523 7.962 -8.217
O -20.161 8.458 -8.283
C -19.893 9.238 -9.531
N -21.627 7.240 -5.903
H -22.833 5.106 -6.794
H -23.084 5.727 -8.442
H -23.680 6.606 -6.995
H -20.847 6.082 -7.517
H -22.344 8.638 -7.978
H -21.656 7.666 -9.257
H -19.892 8.518 -10.349
H -18.931 9.745 -9.453
H -20.645 10.027 -9.524
H -20.740 7.704 -5.769
H -21.641 6.542 -5.173
C -14.760 6.867 -1.967
C -14.122 6.694 -0.599
O -14.046 8.018 -0.065
H -15.828 7.078 -1.913
H -14.657 5.940 -2.531
H -14.229 7.635 -2.529
H -13.127 6.251 -0.559
H -14.707 6.112 0.114
H -13.857 7.797 0.850
C -16.782 9.853 6.049
C -16.091 8.723 6.823
O -14.701 8.573 6.407
H -16.097 10.699 6.096
H -17.738 10.149 6.480
H -16.900 9.656 4.984
H -16.526 7.723 6.830
H -16.137 8.829 7.907
H -14.376 7.777 6.833

=====

76
Properties=species:S:1:pos:R:3 method="wB97M-V/def2-TZVPD" charge=+1 homo_energy_ha=-0.40303 e_lumo_ev=-4.9
O 3.794 -0.443 2.541
C 3.400 -0.626 1.380
O 3.586 -1.895 0.763
C 2.620 0.510 0.532
C 3.034 1.980 1.011
C 2.757 3.166 -0.028
C 4.080 4.116 -0.025
O 5.119 3.662 -0.928
C 4.507 3.647 -2.242
C 3.541 2.338 -2.261
N 2.343 2.747 -1.409
H 3.271 -1.822 -0.170
H 2.756 0.295 -0.577
H 1.505 0.362 0.794
H 4.116 1.950 1.406
H 2.395 2.206 1.944
H 1.906 3.820 0.394
H 3.840 5.215 -0.234
H 4.516 4.037 1.034
H 5.248 3.622 -3.104
H 3.868 4.603 -2.362
H 4.076 1.422 -1.860
H 3.176 2.242 -3.339
H 1.566 2.068 -1.451
H 1.984 3.608 -1.879
C -0.437 -2.603 3.301
O -1.060 -3.413 2.307
P -1.083 -2.730 0.733
O -2.000 -1.604 1.218
O -1.970 -4.005 0.207
C -3.189 -4.315 0.869
O -1.066 -2.061 -0.847
C -2.274 -2.038 -1.589
H -0.121 -3.246 4.123
H 0.439 -2.095 2.894
H -1.148 -1.870 3.683
H -3.621 -3.447 1.371
H -3.018 -5.114 1.591
H -3.900 -4.670 0.120
H -3.131 -1.769 -0.970
H -2.441 -3.013 -2.053
H -2.171 -1.298 -2.386
C 1.993 -2.875 -6.210
O 1.139 -1.783 -6.540
P -0.528 -2.027 -6.191
O -0.625 -3.155 -7.219
O -0.877 -0.578 -6.881
C -0.481 -0.345 -8.226
O -2.166 -2.246 -5.734
C -3.180 -1.959 -6.680
H 3.009 -2.497 -6.087
H 1.678 -3.348 -5.279
H 1.988 -3.607 -7.019
H -0.369 -1.271 -8.792
H 0.457 0.212 -8.238
H -1.251 0.263 -8.706
H -2.916 -2.307 -7.680
H -3.378 -0.885 -6.700
H -4.093 -2.466 -6.361
C -3.867 0.705 4.407
O -2.721 0.682 5.259
P -3.041 1.071 6.906
O -3.443 2.495 6.516
O -1.428 0.987 7.205
C -0.545 1.787 6.436
O -3.343 1.403 8.560
C -2.521 2.345 9.225
H -3.663 0.087 3.532
H -4.741 0.307 4.925
H -4.062 1.726 4.077
H -1.037 2.671 6.026
H -0.125 1.188 5.626
H 0.269 2.114 7.085
H -2.305 3.213 8.598
H -1.588 1.870 9.538
H -3.048 2.681 10.120

=====

8
Properties=species:S:1:pos:R:3 method="wB97M-V/def2-TZVPD" charge=+1 homo_energy_ha=-0.53965 e_lumo_ev=-6.2
O 1.150 2.041 1.086
C 0.833 1.017 0.375
C 0.884 -0.025 -0.293
H 1.079 2.875 0.598
C -1.301 -1.114 -1.252
C -0.327 -0.735 -0.401
O -0.501 -2.163 -0.061
Be -1.816 -1.896 -0.053

=====

80
Properties=species:S:1:pos:R:3 method="wB97M-V/def2-TZVPD" spin_multiplicity=4 charge=0 homo_energy_ha="-0.15692 / -0.32165" e_lumo_ev="0.3 / -0.3"
Pt 0.297 -1.689 -2.202
B 1.036 -0.085 -0.761
H 1.352 -1.083 -0.497
H 0.002 -0.141 -1.065
H 1.113 0.553 0.106
H 1.533 0.310 -1.633
C -1.248 -3.973 -0.071
C -0.201 -5.050 0.325
O 0.685 -5.207 -0.783
O -0.645 -2.731 -0.483
H -1.826 -3.739 0.823
H -1.939 -4.267 -0.861
H -0.620 -5.985 0.698
H 0.414 -4.626 1.119
H 0.113 -5.435 -1.520
H -0.596 -2.236 0.338
C 3.418 -2.597 -1.155
C 3.264 -3.555 0.032
O 3.338 -4.934 -0.253
O 2.385 -2.731 -2.164
H 4.433 -2.784 -1.507
H 3.528 -1.569 -0.811
H 2.297 -3.321 0.478
H 3.995 -3.451 0.834
H 2.514 -5.211 -0.661
H 2.571 -3.606 -2.512
C 4.508 1.096 0.047
C 4.300 1.680 -1.303
O 3.637 0.802 -2.142
O 3.301 1.109 0.855
H 5.251 1.658 0.613
H 4.845 0.071 -0.108
H 5.283 1.909 -1.714
H 3.668 2.560 -1.422
H 2.751 0.824 -1.773
H 2.556 0.711 0.399
C -1.271 0.531 -3.597
C -0.316 0.160 -4.667
O 0.791 -0.550 -4.136
O -1.600 -0.526 -2.748
H -2.169 1.066 -3.905
H -0.867 1.306 -2.945
H -0.072 1.031 -5.277
H -0.867 -0.528 -5.309
H 1.571 -0.372 -4.666
H -2.351 -0.295 -2.196
C -1.461 3.171 1.317
C -0.543 4.133 0.602
C -0.522 5.496 1.321
O -1.742 6.231 0.860
C -2.243 7.258 1.684
N 0.773 3.561 0.558
H -1.546 2.259 0.726
H -2.480 3.557 1.312
H -1.281 3.008 2.379
H -0.987 4.321 -0.375
H 0.304 6.158 1.060
H -0.450 5.381 2.403
H -3.106 7.734 1.219
H -1.563 8.084 1.893
H -2.634 6.879 2.628
H 0.695 2.617 0.208
H 1.284 4.129 -0.102
C -1.978 -0.326 3.763
C -1.982 -1.284 2.525
C -2.972 -0.963 1.361
O -4.295 -0.732 1.776
C -4.968 -1.937 2.049
N -0.658 -1.298 1.923
H -2.963 -0.131 4.186
H -1.670 0.667 3.435
H -1.284 -0.615 4.552
H -2.136 -2.327 2.800
H -3.011 -1.718 0.576
H -2.656 -0.104 0.769
H -5.999 -1.664 2.272
H -4.499 -2.346 2.944
H -4.952 -2.599 1.183
H -0.477 -0.368 1.575
H -0.158 -1.335 2.800

=====

64
Properties=species:S:1:pos:R:3 method="wB97M-V/def2-TZVPD" charge=0 homo_energy_ha=-0.38279 e_lumo_ev=-4.1
Be -0.866 0.109 -2.403
C 2.548 -1.855 -0.705
F 3.841 -1.893 -0.439
F 2.349 -2.496 -1.850
F 1.786 -2.341 0.259
S 2.072 0.004 -0.960
O 2.880 0.715 -0.032
O 2.208 0.224 -2.364
N 0.411 0.049 -0.667
S 0.051 0.070 0.924
O -1.306 -0.380 1.054
O 0.940 -0.417 1.928
C 0.056 1.935 1.325
F -1.008 2.272 2.067
F 1.137 2.277 2.011
F -0.018 2.625 0.199
C -3.429 2.227 -4.890
F -3.783 2.704 -6.070
F -3.404 3.296 -4.082
F -4.256 1.355 -4.368
S -1.654 1.547 -5.052
O -1.806 0.100 -5.006
O -1.035 2.030 -6.236
N -0.824 1.937 -3.651
S -0.084 3.372 -3.723
O -0.764 4.271 -4.596
O 0.074 3.803 -2.363
C 1.663 3.064 -4.397
F 1.656 3.368 -5.682
F 2.555 3.835 -3.782
F 2.037 1.822 -4.169
Br -1.258 -4.535 0.785
C -0.384 -3.773 2.397
C -0.631 -4.623 3.641
Br 0.304 -3.637 5.093
H -0.863 -2.845 2.704
H 0.660 -3.598 2.165
H -0.109 -5.573 3.626
H -1.654 -4.623 3.992
Br -3.329 6.567 2.733
C -3.619 4.657 2.345
C -4.294 3.992 3.534
Br -6.216 3.810 3.195
H -2.608 4.253 2.332
H -4.135 4.509 1.405
H -4.183 4.605 4.423
H -3.906 3.013 3.803
Br 1.981 -8.404 0.988
C 1.342 -6.623 0.504
C 2.324 -5.886 -0.385
Br 3.890 -5.198 0.564
H 1.170 -6.095 1.437
H 0.405 -6.690 -0.039
H 1.875 -5.014 -0.854
H 2.573 -6.590 -1.177
O -2.175 1.647 -1.017
H -2.910 1.488 -0.412
H -2.344 2.518 -1.404
O 5.126 1.968 3.412
H 4.826 1.440 4.160
H 4.329 2.393 3.082
O 3.285 -0.966 3.955
H 2.502 -1.041 3.400
H 4.000 -0.777 3.338

=====

no.,strongest force on any atom (eV Å⁻¹),DFT total energy (eV)
1,0.60,-58824.6240
2,2.82,-42138.7894
3,1.23,-30558.4047
4,2.62,-26698.8001
5,9.51,-77309.4787
6,6.92,-8644.7898
7,4.40,-44769.1046
8,4.15,-532767.0641